Entry 1:
# C31H62BrIrN2O2Si

A structure of composition C31H62BrIrN2O2Si (the ωB97M-V functional and the def2-TZVPD basis, the OMol25 dataset).

Each line ends with the Löwdin spin population.
Cartesian coordinates (Å):
Ir -0.574 -0.189 -0.534  2.441
C -1.051 -1.607 1.416  0.168
C -1.503 -2.100 0.151  0.131
C -2.652 -1.230 -0.229  0.144
C -2.820 -0.316 0.839  0.238
C -1.896 -0.580 1.892  0.280
C -1.914 0.040 3.263  0.027
C -2.190 1.548 3.214  0.008
C -3.084 -0.638 4.011  0.027
C -0.620 -0.245 4.026  0.002
C -3.614 -1.301 -1.420  0.017
C -4.705 -0.226 -1.300  0.002
C -2.892 -1.056 -2.750  0.024
C -4.318 -2.665 -1.439  0.008
C -1.018 -3.452 -0.377  0.016
C 0.398 -3.767 0.133  0.001
C -1.964 -4.525 0.194  0.011
C -0.977 -3.527 -1.903  0.010
H -0.226 -2.034 1.962  0.005
H -3.569 0.456 0.861  0.007
H -3.096 1.784 2.656  0.000
H -1.369 2.124 2.779  0.000
H -2.327 1.923 4.228  0.001
H -4.039 -0.417 3.533  0.001
H -3.122 -0.265 5.036  0.005
H -2.956 -1.720 4.047  0.001
H 0.276 0.135 3.521  0.000
H -0.472 -1.314 4.185  0.000
H -0.656 0.230 5.007  0.000
H -4.289 0.784 -1.284  0.000
H -5.329 -0.367 -0.417  0.001
H -5.355 -0.292 -2.172  0.000
H -2.600 -0.008 -2.833  0.002
H -3.570 -1.271 -3.577  0.003
H -2.001 -1.674 -2.884  0.006
H -4.760 -2.898 -0.470  0.000
H -3.655 -3.480 -1.722  0.000
H -5.124 -2.632 -2.173  0.002
H 0.432 -3.909 1.213  0.000
H 1.120 -3.000 -0.152  0.000
H 0.718 -4.708 -0.312  0.000
H -1.948 -4.510 1.285  0.001
H -1.624 -5.509 -0.131  0.002
H -2.993 -4.399 -0.134  0.000
H -0.333 -2.750 -2.328  0.005
H -1.960 -3.454 -2.365  0.000
H -0.556 -4.490 -2.195  0.001
C 4.308 -0.960 -0.543  0.001
O 3.644 0.150 0.130  0.007
C 2.344 0.161 0.101  0.010
O 1.646 -0.707 -0.439  0.102
N 1.824 1.247 0.720  0.007
N 0.431 1.350 0.848  0.087
H 5.365 -0.758 -0.422  0.000
H 4.024 -0.965 -1.592  0.000
H 4.030 -1.893 -0.062  0.000
H 2.423 1.867 1.247  0.002
H 0.133 2.275 0.541  0.001
H 0.151 1.209 1.817  0.001
C -0.430 4.740 -4.482  0.001
C 0.880 3.941 -4.449  0.005
C 1.721 4.346 -5.685  0.002
C 1.634 4.376 -3.182  0.001
Si 0.585 2.084 -4.631  0.017
Br -0.150 1.578 -2.320  0.141
C -0.907 1.556 -5.657  0.002
C -0.743 2.187 -7.059  0.001
C -0.968 0.030 -5.818  0.000
C -2.256 2.012 -5.077  0.002
C 2.119 0.970 -4.722  0.004
C 3.276 1.492 -3.860  0.001
C 1.877 -0.486 -4.293  0.001
C 2.581 0.971 -6.198  0.001
H -0.189 5.798 -4.354  0.000
H -1.112 4.457 -3.677  0.001
H -0.957 4.646 -5.430  0.000
H 1.812 5.436 -5.694  0.000
H 1.260 4.058 -6.632  0.000
H 2.731 3.939 -5.658  0.000
H 1.854 5.443 -3.273  0.000
H 2.576 3.861 -3.030  0.000
H 1.023 4.250 -2.287  0.001
H 0.185 1.896 -7.554  0.000
H -0.799 3.275 -7.039  0.000
H -1.566 1.835 -7.688  0.000
H -0.111 -0.374 -6.353  0.000
H -1.858 -0.218 -6.404  0.000
H -1.051 -0.487 -4.860  0.000
H -2.398 3.086 -5.133  0.000
H -2.399 1.706 -4.041  0.001
H -3.052 1.549 -5.667  0.000
H 3.014 1.523 -2.799  0.001
H 3.623 2.479 -4.156  0.000
H 4.123 0.808 -3.973  0.000
H 1.637 -0.566 -3.230  0.001
H 2.804 -1.044 -4.460  0.000
H 1.095 -0.984 -4.860  0.000
H 2.778 1.974 -6.584  0.000
H 1.867 0.483 -6.859  0.000
H 3.519 0.412 -6.266  0.000

## Properties
Net charge = +2
Frontier orbital gap (spin up / spin down) = 0.311 / 0.255 Ha
DFT total energy = -4445.661549 hartree
Multiplicity = 5
<S²> = 6.0148

Entry 2:
# C2H6OS

An isolated molecule of C2H6OS (the ωB97M-V functional and the def2-TZVPD basis, the OMol25 dataset).

Each line ends with the Mulliken charge.
Cartesian coordinates (Å):
C 0.294 1.185 -0.618  -0.918
S -1.007 0.056 -0.132  0.465
O -1.483 -0.706 -1.377  -0.613
C 0.101 -1.045 0.809  -0.945
H 0.494 1.684 0.318  0.356
H -0.077 1.747 -1.347  0.345
H 1.218 0.646 -0.682  0.295
H 0.312 -0.615 1.773  0.353
H 0.910 -1.195 0.209  0.396
H -0.762 -1.757 1.046  0.266

## Properties
Frontier orbital gap = 0.360 Ha
DFT total energy = -553.155149 hartree

Entry 3:
# C51H51GeKN5O3S4

A structure of composition C51H51GeKN5O3S4 (the ωB97M-V functional and the def2-TZVPD basis, the OMol25 dataset).

Each line ends with the Mulliken charge.
Cartesian coordinates (Å):
K -0.309 0.833 0.440  0.478
S -1.154 1.542 3.651  -0.400
S 0.490 2.429 4.451  -0.135
S 1.839 2.228 2.992  -0.117
S 1.366 4.010 1.816  -0.209
O 0.301 -4.611 -6.325  -0.517
C 0.260 -4.489 -4.990  0.539
O 0.455 -5.484 -4.354  -0.561
C 0.054 -3.139 -4.424  0.745
C 0.542 -2.910 -3.130  -1.286
C 0.359 -1.655 -2.546  1.156
C -0.189 -0.607 -3.279  -1.616
C -0.716 -0.882 -4.537  -0.020
C -0.548 -2.107 -5.132  -1.331
N -0.230 0.690 -2.700  0.570
C -0.110 1.691 -3.477  -0.206
C -0.219 3.092 -3.043  0.173
C -0.166 4.127 -3.995  -1.260
C -0.154 5.432 -3.472  -0.393
C -0.416 5.672 -2.156  -1.112
C -0.539 4.564 -1.323  -0.138
N -0.428 3.289 -1.750  0.760
H 0.390 -3.737 -6.721  0.313
H 1.010 -3.715 -2.608  0.611
H 0.696 -1.459 -1.559  0.757
H -1.353 -0.110 -4.974  0.639
H -0.963 -2.317 -6.120  0.361
H 0.045 1.499 -4.571  0.492
H 0.011 4.018 -5.046  0.485
H -0.023 6.257 -4.146  0.439
H -0.494 6.700 -1.761  0.402
H -0.652 4.693 -0.241  0.249
C -3.999 -5.880 0.539  -1.482
C -3.075 -5.608 1.713  0.893
C -3.162 -6.292 2.954  -0.581
C -2.354 -5.951 4.007  -0.782
C -1.425 -4.959 3.811  -0.870
C -1.335 -4.202 2.645  -0.636
C -2.171 -4.580 1.589  0.555
N -2.181 -3.940 0.280  -0.069
C -1.261 -2.858 0.161  -1.985
N -0.019 -3.374 -0.011  1.428
C 1.249 -2.814 0.415  0.277
C 1.373 -1.435 0.562  0.133
C 2.637 -1.163 1.126  -1.129
C 3.655 -2.089 1.398  -1.143
C 3.446 -3.414 1.104  -1.018
C 2.198 -3.824 0.653  0.707
C 1.972 -5.328 0.324  -1.535
N -1.592 -1.619 0.058  0.957
C -2.937 -1.227 0.309  -0.804
C -3.319 -0.672 1.545  -0.493
C -4.536 -0.008 1.693  -0.889
C -5.429 -0.001 0.669  -0.645
C -5.123 -0.644 -0.551  -0.911
C -3.875 -1.209 -0.738  1.745
C -3.536 -1.775 -2.054  -1.382
H -4.638 -6.774 0.672  0.363
H -3.404 -5.993 -0.357  0.365
H -4.635 -5.025 0.340  0.283
H -3.902 -7.098 3.101  0.325
H -2.389 -6.477 4.958  0.386
H -0.829 -4.623 4.670  0.343
H -0.560 -3.430 2.568  0.581
H -3.142 -3.666 0.030  0.477
H -0.060 -4.399 -0.150  0.311
H 2.933 -0.150 1.303  0.416
H 4.589 -1.699 1.795  0.427
H 4.299 -4.029 1.304  0.399
H 2.759 -5.903 0.900  0.378
H 2.177 -5.509 -0.766  0.245
H 0.998 -5.762 0.584  0.400
H -2.580 -0.688 2.346  0.674
H -4.784 0.425 2.670  0.468
H -6.415 0.457 0.775  0.414
H -5.859 -0.685 -1.316  0.531
H -3.977 -1.135 -2.874  0.442
H -3.934 -2.787 -2.154  0.309
H -2.500 -1.853 -2.207  -0.219
Ge 3.347 4.330 0.915  0.319
C 3.818 2.824 -0.203  0.048
C 2.864 2.018 -0.786  0.082
C 3.318 0.925 -1.554  -0.303
C 4.641 0.656 -1.691  -0.737
C 5.597 1.471 -1.091  -0.604
C 5.162 2.590 -0.354  -0.430
C 4.709 4.464 2.309  0.162
C 5.319 3.304 2.833  0.211
C 6.130 3.367 3.964  -0.848
C 6.309 4.579 4.616  -0.377
C 5.755 5.723 4.086  -0.501
C 4.977 5.665 2.938  -0.493
H 3.227 5.720 0.246  -0.074
H 1.798 2.206 -0.614  0.121
H 2.582 0.210 -1.909  0.332
H 4.979 -0.223 -2.174  0.474
H 6.624 1.135 -1.166  0.368
H 5.939 3.225 0.088  0.431
H 5.083 2.364 2.378  0.378
H 6.569 2.492 4.322  0.468
H 6.877 4.605 5.544  0.347
H 5.902 6.680 4.562  0.378
H 4.521 6.613 2.563  0.199
C -3.909 4.080 1.896  -0.516
C -4.345 3.824 0.454  -0.783
C -3.140 3.095 -0.153  0.592
O -2.030 3.273 0.763  0.450
C -2.428 4.172 1.810  -0.320
H -4.232 3.270 2.565  0.161
H -4.392 4.971 2.350  0.383
H -4.519 4.735 -0.098  0.341
H -5.290 3.246 0.376  0.301
H -2.873 3.494 -1.125  0.220
H -3.363 2.019 -0.280  -0.613
H -2.119 5.176 1.536  0.234
H -1.908 3.826 2.714  0.074

## Properties
Net charge = -1
Frontier orbital gap = 0.186 Ha
DFT total energy = -6743.205871 hartree

Entry 4:
# H5NSi

An isolated molecule of H5NSi (the ωB97M-V functional and the def2-TZVPD basis, the OMol25 dataset).

Each line ends with the Mulliken charge.
Cartesian coordinates (Å):
N -0.403 0.521 -0.929  -0.567
Si 0.035 -0.323 0.560  0.405
H -0.286 1.513 -0.882  0.245
H 0.126 0.144 -1.693  0.253
H 1.094 0.346 1.337  -0.108
H 0.547 -1.652 0.155  -0.118
H -1.112 -0.549 1.452  -0.110

## Properties
Frontier orbital gap = 0.407 Ha
DFT total energy = -347.239750 hartree
Structure (SMILES) = N[SiH3]

Entry 5:
# C4H5NO2S

A structure of composition C4H5NO2S (the ωB97M-V functional and the def2-TZVPD basis, the OMol25 dataset).

Each line ends with the Mulliken charge.
Cartesian coordinates (Å):
C -0.290 -1.819 0.596  -0.709
C -0.098 -0.474 0.441  0.242
C 1.765 0.643 -0.734  0.088
C -1.929 1.031 -0.141  0.044
H 0.473 -2.615 0.229  0.234
H -1.333 -2.119 0.760  0.282
H 1.640 0.604 1.491  0.364
H 1.727 -0.029 -1.572  0.380
H -2.646 1.865 0.296  0.298
N 1.109 0.214 0.386  -0.205
O 2.499 1.565 -0.770  -0.502
O -1.288 0.174 0.780  -0.288
S -1.630 0.961 -1.761  -0.227

## Properties
Frontier orbital gap = 0.333 Ha
DFT total energy = -758.724495 hartree

Entry 6:
# C4H11N2O

The ion C4H11N2O with charge -1 (the ωB97M-V functional and the def2-TZVPD basis, the OMol25 dataset).

Each line ends with the Mulliken charge.
Cartesian coordinates (Å):
C -0.125 0.219 -2.648  -1.398
C 0.106 -0.394 -1.234  0.642
N 1.469 -0.182 -0.757  -0.701
C -0.941 0.335 -0.303  -1.035
N -1.232 -0.131 1.099  -0.387
C -0.241 0.384 2.119  -0.295
O 0.866 -0.380 2.116  -0.893
H 0.824 0.370 -3.196  0.444
H -0.655 1.169 -2.757  0.311
H -0.620 -0.469 -3.354  0.312
H 0.011 -1.463 -1.459  0.172
H 1.435 0.130 0.219  0.317
H 1.932 0.582 -1.249  0.216
H -1.915 0.219 -0.811  0.228
H -0.667 1.389 -0.193  0.382
H -0.943 -1.108 1.092  0.281
H 0.040 1.469 1.835  0.120
H -0.750 0.486 3.090  0.284

## Properties
Net charge = -1
Frontier orbital gap = 0.240 Ha
DFT total energy = -343.723745 hartree
Structure (SMILES) = C[C@@H](N)CNC[O-]

| no. | strongest force on any atom (eV/Å) |
| --- | --- |
| 1 | 0.5 |
| 2 | 5.3 |
| 3 | 2.5 |
| 4 | 1.4 |
| 5 | 5.5 |
| 6 | 2.0 |